*a*
{"formula": "C4H10NO2S", "method": "wB97M-V/def2-TZVPD", "species": ["C", "C", "S", "C", "N", "C", "O", "H", "H", "H", "H", "H", "H", "H", "H", "H", "H", "O"], "xyz": [[-0.827, 0.218, -1.348], [-0.289, 1.525, -0.696], [-1.127, 2.031, 0.886], [0.135, -1.038, -1.376], [0.288, -1.888, -0.337], [-0.280, -1.622, 1.016], [0.568, -1.347, -2.491], [-1.741, -0.271, -0.965], [-1.064, 0.393, -2.421], [0.790, 1.407, -0.510], [-0.497, 2.366, -1.372], [0.593, -2.809, -0.601], [-0.738, -0.595, 1.137], [0.619, -1.191, 1.500], [-0.806, -2.512, 1.333], [0.902, 2.349, 1.945], [1.723, 1.023, 2.029], [1.748, 1.960, 2.271]], "charge": -1, "orbital_gap_ev": 6.7}


*b*
{"formula": "C4H10NO2S", "method": "wB97M-V/def2-TZVPD", "species": ["O", "C", "N", "C", "C", "S", "C", "H", "H", "H", "H", "H", "H", "H", "H", "H", "H", "O"], "xyz": [[-0.177, -2.551, 1.827], [-0.437, -1.542, 1.194], [0.268, -1.160, 0.101], [-0.082, 0.030, -0.739], [-0.281, 1.284, 0.171], [0.744, 2.696, -0.491], [-1.370, -0.199, -1.510], [-1.248, -0.845, 1.369], [0.964, -1.713, -0.336], [0.782, 0.286, -1.383], [0.028, 1.114, 1.235], [-1.285, 1.689, 0.161], [-1.145, -0.771, -2.429], [-2.118, -0.644, -0.864], [-1.700, 0.825, -1.901], [2.343, -0.071, 1.832], [2.050, 1.084, 0.631], [2.665, 0.489, 1.132]], "charge": -1, "orbital_gap_ev": 6.7}


Most stable structure: *b*


*a*
{"formula": "C4H10NO2S", "method": "wB97M-V/def2-TZVPD", "species": ["C", "C", "C", "C", "N", "O", "O", "S", "H", "H", "H", "H", "H", "H", "H", "H", "H", "H"], "xyz": [[-2.153, 0.451, 0.081], [-2.155, -0.103, -1.351], [-3.336, 0.378, 0.719], [3.251, -1.152, 0.327], [3.175, 0.148, 1.008], [-1.105, 1.228, 0.466], [1.133, 0.975, -0.454], [2.456, 1.439, 0.058], [-2.971, -0.856, -1.336], [-2.337, 0.639, -2.071], [-1.172, -0.603, -1.571], [-0.118, 1.207, -0.023], [-4.036, -0.413, 0.337], [-3.552, 0.791, 1.678], [3.753, -0.907, -0.650], [3.936, -1.840, 0.744], [2.218, -1.512, 0.067], [3.012, 0.129, 1.970]], "charge": -1, "orbital_gap_ev": 6.5}


*b*
{"formula": "C4H10NO2S", "method": "wB97M-V/def2-TZVPD", "species": ["C", "N", "C", "C", "S", "C", "O", "H", "H", "H", "H", "H", "H", "H", "H", "H", "H", "O"], "xyz": [[2.187, -0.787, 0.791], [1.382, -0.306, -0.380], [-0.032, 0.040, -0.203], [-0.220, 1.598, 0.041], [-0.279, 1.886, 1.915], [-0.753, -0.613, 0.900], [-1.869, -1.073, 0.663], [1.915, -1.840, 0.868], [1.849, -0.171, 1.591], [3.267, -0.720, 0.700], [1.842, 0.444, -0.880], [-0.453, -0.105, -1.175], [-1.284, 1.884, -0.097], [0.475, 2.192, -0.527], [-0.274, -0.761, 1.882], [-2.376, 0.064, -2.453], [-2.474, -1.009, -1.405], [-2.903, -0.725, -2.230]], "charge": -1, "orbital_gap_ev": 6.7}


Most stable structure: *b*


*a*
{"formula": "C24H41BCl2F10N2O10P2", "method": "wB97M-V/def2-TZVPD", "species": ["C", "O", "C", "C", "C", "C", "C", "C", "C", "C", "C", "O", "Cl", "C", "N", "C", "O", "F", "C", "O", "F", "C", "N", "C", "C", "F", "P", "O", "O", "O", "C", "C", "C", "C", "Cl", "C", "C", "C", "C", "F", "O", "B", "O", "O", "H", "H", "H", "H", "H", "H", "H", "H", "H", "H", "H", "H", "H", "H", "H", "H", "H", "H", "H", "H", "H", "H", "H", "H", "H", "H", "H", "H", "H", "H", "H", "H", "H", "H", "H", "H", "H", "H", "H", "H", "H", "F", "P", "F", "F", "F", "F", "F"], "xyz": [[4.806, -2.451, 2.100], [5.156, -2.316, 0.754], [5.685, -1.042, 0.398], [4.996, -0.550, -0.860], [3.481, -0.372, -0.697], [2.918, 1.002, -1.102], [1.588, 0.864, -1.841], [0.512, 0.302, -0.893], [-0.937, 0.806, -0.971], [-1.485, 0.917, -2.405], [-1.699, -0.331, -3.233], [-2.719, -0.900, -3.355], [-0.267, -0.867, -4.088], [-0.899, 2.261, -0.389], [-0.356, 3.305, -1.294], [-1.269, 4.141, -1.985], [-1.859, 3.901, -2.958], [-1.377, 5.341, -1.362], [0.767, 4.024, -0.785], [1.712, 4.333, -1.376], [0.584, 4.348, 0.527], [-2.262, 2.656, 0.144], [-2.523, 2.001, 1.483], [-1.741, 2.811, 2.526], [-2.089, 2.646, 4.008], [-2.125, 3.914, 4.523], [-4.297, 2.393, 1.778], [-4.301, 3.757, 2.268], [-4.780, 1.206, 2.680], [-5.069, 2.092, 0.447], [-1.942, 0.540, 1.424], [-2.406, -0.360, 2.584], [-1.257, -1.135, 3.284], [-1.540, -2.626, 3.452], [-0.961, -0.410, 4.900], [-1.903, -0.069, -0.026], [-1.376, -1.509, 0.123], [-1.381, -2.381, -1.130], [-1.053, -3.826, -0.778], [-1.676, -4.662, -1.680], [-3.181, -0.083, -0.663], [-4.316, -0.830, -0.433], [-4.324, -2.010, 0.311], [-5.446, -0.354, -1.027], [3.951, -1.808, 2.371], [5.636, -2.207, 2.777], [4.521, -3.493, 2.256], [6.761, -1.138, 0.222], [5.525, -0.344, 1.235], [5.154, -1.301, -1.630], [5.489, 0.371, -1.185], [3.194, -0.607, 0.339], [2.995, -1.139, -1.312], [2.766, 1.596, -0.187], [3.623, 1.530, -1.747], [1.743, 0.122, -2.630], [1.318, 1.794, -2.341], [0.865, 0.478, 0.138], [0.544, -0.780, -1.006], [-0.798, 1.554, -2.960], [-2.464, 1.401, -2.420], [-0.196, 2.219, 0.439], [-2.404, 3.731, 0.267], [-3.013, 2.295, -0.559], [-1.894, 3.862, 2.291], [-0.692, 2.581, 2.348], [-1.319, 2.095, 4.541], [-3.058, 2.183, 4.187], [-5.671, 0.890, 2.466], [-5.032, 2.813, -0.201], [-0.875, 0.696, 1.620], [-2.888, 0.232, 3.348], [-3.155, -1.078, 2.251], [-0.325, -1.011, 2.732], [-0.987, -3.020, 4.304], [-2.605, -2.817, 3.596], [-1.192, -3.180, 2.578], [-2.001, -2.020, 0.846], [-0.368, -1.492, 0.547], [-2.369, -2.383, -1.599], [-0.665, -2.049, -1.883], [0.019, -4.028, -0.815], [-1.412, -4.091, 0.222], [-4.266, -2.803, -0.234], [-6.231, -0.842, -0.759], [5.602, -3.571, -5.357], [6.350, -2.764, -4.130], [6.713, -1.454, -3.170], [7.929, -3.191, -3.924], [4.799, -2.346, -3.646], [6.893, -1.831, -5.378], [6.101, -4.131, -3.238]], "orbital_gap_ev": 7.5}


*b*
{"formula": "C24H41BCl2F10N2O10P2", "method": "wB97M-V/def2-TZVPD", "species": ["C", "O", "C", "C", "C", "C", "C", "C", "C", "C", "C", "O", "Cl", "C", "N", "C", "O", "F", "C", "O", "F", "C", "N", "C", "C", "F", "P", "O", "O", "O", "C", "C", "C", "C", "Cl", "C", "C", "C", "C", "F", "O", "B", "O", "O", "H", "H", "H", "H", "H", "H", "H", "H", "H", "H", "H", "H", "H", "H", "H", "H", "H", "H", "H", "H", "H", "H", "H", "H", "H", "H", "H", "H", "H", "H", "H", "H", "H", "H", "H", "H", "H", "H", "H", "H", "H", "F", "P", "F", "F", "F", "F", "F"], "xyz": [[4.865, -2.659, 1.946], [5.372, -2.678, 0.541], [5.937, -1.357, 0.217], [5.246, -0.674, -1.144], [3.629, -0.502, -0.861], [3.071, 1.039, -1.189], [1.603, 0.823, -1.965], [0.556, 0.279, -0.837], [-0.993, 0.783, -0.941], [-1.522, 0.952, -2.481], [-1.618, -0.373, -3.423], [-2.794, -1.041, -3.586], [-0.191, -1.099, -4.429], [-0.906, 2.370, -0.382], [-0.262, 3.363, -1.273], [-1.153, 4.273, -2.054], [-1.626, 4.110, -3.293], [-1.528, 5.581, -1.395], [0.914, 4.088, -0.636], [2.070, 4.199, -1.301], [0.720, 4.706, 0.721], [-2.380, 2.769, 0.198], [-2.729, 2.080, 1.541], [-1.983, 2.962, 2.566], [-2.375, 2.803, 4.122], [-2.445, 4.181, 4.741], [-4.439, 2.407, 1.754], [-4.670, 3.937, 2.237], [-5.347, 1.473, 2.893], [-5.449, 2.390, 0.293], [-2.207, 0.675, 1.547], [-2.696, -0.290, 2.778], [-1.424, -1.034, 3.586], [-1.673, -2.685, 3.716], [-1.325, -0.463, 5.387], [-2.069, -0.072, 0.049], [-1.551, -1.636, 0.303], [-1.463, -2.592, -1.011], [-1.145, -4.134, -0.441], [-1.659, -5.192, -1.367], [-3.264, -0.146, -0.726], [-4.447, -0.810, -0.344], [-4.725, -2.029, 0.447], [-5.720, -0.306, -0.991], [3.928, -1.943, 2.074], [5.711, -2.228, 2.660], [4.484, -3.733, 2.301], [7.102, -1.495, 0.098], [5.682, -0.635, 1.114], [5.389, -1.505, -1.989], [5.794, 0.322, -1.428], [3.365, -0.842, 0.252], [3.100, -1.321, -1.551], [2.903, 1.616, -0.158], [3.814, 1.588, -1.910], [1.841, -0.027, -2.770], [1.302, 1.758, -2.576], [1.058, 0.524, 0.221], [0.721, -0.901, -0.926], [-0.792, 1.651, -3.122], [-2.571, 1.514, -2.581], [-0.159, 2.278, 0.546], [-2.594, 3.943, 0.254], [-3.109, 2.422, -0.682], [-2.094, 4.127, 2.326], [-0.800, 2.803, 2.525], [-1.469, 2.280, 4.696], [-3.378, 2.288, 4.397], [-6.288, 1.327, 2.568], [-5.136, 3.199, -0.230], [-1.045, 0.776, 1.834], [-3.244, 0.249, 3.664], [-3.399, -1.176, 2.480], [-0.406, -0.926, 3.023], [-1.077, -3.038, 4.662], [-2.807, -2.971, 3.758], [-1.112, -3.144, 2.767], [-2.225, -2.265, 1.022], [-0.473, -1.673, 0.819], [-2.490, -2.714, -1.608], [-0.615, -2.372, -1.775], [0.044, -4.218, -0.393], [-1.521, -4.300, 0.655], [-4.744, -2.809, -0.206], [-6.512, -0.608, -0.453], [6.468, -2.966, -5.939], [7.088, -2.613, -4.553], [7.139, -1.473, -3.492], [8.530, -3.008, -4.117], [5.637, -2.483, -4.000], [7.729, -1.620, -5.568], [7.024, -4.131, -4.205]], "orbital_gap_ev": 5.2}


Most stable structure: *a*